[1]
The following is a quantum chemistry calculation of a 18-piece molecular cluster, H37O18 overall, from the Open Molecules 2025 dataset.

Each atom is followed by the atoms it is bonded to, with distances in Å.
Element x y z (Å)
1 O 1.65 -0.94 -3.33  H20 0.952, H40 0.922
2 O -1.66 -0.68 -3.51  H26 0.963, H48 0.990
3 O -1.44 3.56 2.80  H34 0.934, H54 0.943
4 O -4.93 -1.93 0.97  H37 0.916, H49 0.942
5 O -4.59 2.31 -1.22  H35 0.915, H41 0.965
6 O 5.26 1.48 0.49  H28 0.917, H46 0.954
7 O 1.62 -4.28 0.71  H33 0.947, H53 1.008
8 O 0.61 2.24 -3.16  H21 0.957, H43 0.986
9 O 1.47 1.64 4.20  H29 0.979, H30 0.937
10 O -0.32 0.20 -1.33  H27 1.054, H51 0.961
11 O -1.30 -3.45 -3.85  H31 0.966, H42 0.934
12 O -0.52 -0.99 5.61  H19 0.925, H39 0.927
13 O 1.83 2.46 -0.94  H23 0.950, H55 1.037
14 O -0.07 -2.06 0.65  H24 1.001, H52 0.916
15 O 4.06 -3.14 -1.92  H36 1.005, H44 0.966
16 O -1.78 2.13 -1.48  H22 0.992, H25 1.104, H47 1.131
17 O -1.48 1.44 1.21  H32 1.011, H38 1.017
18 O 1.16 -1.01 2.76  H45 0.978, H50 0.946
19 H 0.02 -0.25 5.63  O12 0.925
20 H 1.86 -1.25 -4.20  O1 0.952
21 H 0.64 1.86 -4.04  O8 0.957
22 H -2.65 2.03 -1.94  O16 0.992
23 H 2.73 2.38 -0.64  O13 0.950
24 H 0.06 -1.51 1.48  O14 1.001
25 H -0.80 2.00 -1.96  O16 1.104
26 H -1.32 -1.55 -3.73  O2 0.963
27 H 0.53 0.03 -0.73  O10 1.054
28 H 5.20 1.85 1.33  O6 0.917
29 H 2.06 2.17 4.78  O9 0.979
30 H 0.84 2.23 3.85  O9 0.937
31 H -2.11 -3.18 -3.41  O11 0.966
32 H -1.49 0.64 1.83  O17 1.011
33 H 1.05 -3.55 0.52  O7 0.947
34 H -1.65 4.47 2.91  O3 0.934
35 H -5.10 1.84 -0.62  O5 0.915
36 H 3.68 -4.02 -1.61  O15 1.005
37 H -4.53 -1.24 0.52  O4 0.916
38 H -1.07 2.18 1.78  O17 1.017
39 H -0.37 -1.71 6.19  O12 0.927
40 H 2.41 -0.78 -2.82  O1 0.922
41 H -4.64 3.22 -0.90  O5 0.965
42 H -0.74 -4.14 -3.55  O11 0.934
43 H 0.91 1.45 -2.64  O8 0.986
44 H 5.02 -3.12 -1.81  O15 0.966
45 H 2.10 -1.27 2.87  O18 0.978
46 H 4.97 2.01 -0.25  O6 0.954
47 H -1.57 1.30 -0.74  O16 1.131
48 H -1.53 -0.36 -4.44  O2 0.990
49 H -5.27 -1.74 1.83  O4 0.942
50 H 0.77 -0.79 3.59  O18 0.946
51 H -0.30 -0.59 -1.87  O10 0.961
52 H -0.95 -2.05 0.39  O14 0.916
53 H 1.55 -4.13 1.70  O7 1.008
54 H -1.88 3.32 3.59  O3 0.943
55 H 2.01 3.28 -1.54  O13 1.037

Properties
Net charge   0
Maximum force   4.39 eV/Å
Spin multiplicity   2
LUMO energy (alpha / beta)   0.09 / -0.05 eV
HOMO energy (alpha / beta)   -2.23 / -10.49 eV
Molecular weight   325.28 g/mol
⟨S²⟩   0.75
Frontier orbital gap (alpha / beta)   2.326 / 10.431 eV

=====

[2]
The following is a quantum chemistry calculation of a 2-piece molecular cluster, H4O2 overall, from the Open Molecules 2025 dataset.

Each atom is followed by the atoms it is bonded to, with distances in Å.
Element x y z (Å)
1 O -0.99 0.25 1.41  H3 0.926, H6 1.056
2 O 0.67 -0.35 -1.05  H4 0.964, H5 0.914
3 H -0.72 0.06 0.55  O1 0.926
4 H 1.61 -0.15 -1.03  O2 0.964
5 H 0.39 -1.12 -1.45  O2 0.914
6 H -0.96 1.30 1.57  O1 1.056

Properties
Net charge   0
Maximum force   4.91 eV/Å
LUMO energy   0.79 eV
HOMO energy   -10.90 eV
Molecular weight   36.03 g/mol
Frontier orbital gap   11.690 eV

=====

[3]
The following is a quantum chemistry calculation of a 9-piece molecular cluster, C51H56N5O10 overall, from the Open Molecules 2025 dataset.

Each atom is followed by the atoms it is bonded to, with distances in Å.
Element x y z (Å)
1 O 0.24 -3.07 -2.90  C22 1.327, H76 0.973
2 O -5.35 -3.34 -1.95  C48 1.333, H72 0.899
3 O 2.14 -2.28 2.06  C20 1.380, H89 0.889
4 O 6.83 -1.92 -5.61  C24 1.479, H78 1.118
5 O -1.91 2.24 -3.53  C49 1.318, H118 0.891
6 O 0.16 2.95 2.61  C55 1.390, H85 0.997
7 O -6.89 0.94 -1.36  C58 1.392, H121 0.889
8 O 5.61 -2.91 -2.36  C30 1.320, H67 0.887
9 O 1.20 -1.21 -4.90  C57 1.353, H103 0.989
10 O 1.64 5.08 -2.35  C17 1.319, H97 0.955
11 N 3.28 1.80 2.92  C54 1.297, C56 1.338
12 N -5.02 -0.02 2.42  C19 1.354, C61 1.355
13 N -1.25 1.48 4.98  C38 1.292, C46 1.314
14 N 0.79 0.30 -0.96  C23 1.545, C25 1.304, C41 1.301
15 N -0.80 0.00 0.51  C25 1.373, C31 1.338, C66 1.403
16 C 5.64 1.80 4.37  C33 1.450, C51 1.320, H108 1.185
17 C 1.16 4.75 -1.17  O10 1.319, C29 1.462, C36 1.401
18 C 1.69 4.14 1.21  C36 1.444, C55 1.405, H84 1.068
19 C -5.39 -0.52 3.62  N12 1.354, C39 1.403, H70 1.076
20 C 2.97 -2.45 0.97  O3 1.380, C28 1.450, C65 1.382
21 C 0.62 1.68 6.46  C46 1.412, C62 1.392, H104 1.125
22 C -1.05 -3.17 -2.59  O1 1.327, C34 1.419, C64 1.323
23 C 2.15 0.78 -1.52  N14 1.545, H81 1.153, H93 1.008, H96 1.141
24 C 5.37 -1.76 -5.40  O4 1.479, C59 1.426, C60 1.377
25 C 0.52 0.32 0.32  N14 1.304, N15 1.373, H106 1.172
26 C -4.81 2.10 -1.24  C40 1.460, C58 1.376, H112 1.098
27 C 3.46 -0.29 -5.15  C57 1.507, C59 1.380, H105 1.025
28 C 4.41 -2.47 1.08  C20 1.450, C50 1.440, H114 1.159
29 C -0.03 3.90 -1.12  C17 1.462, C32 1.510, H109 1.050
30 C 4.78 -2.81 -1.33  O8 1.320, C42 1.337, C50 1.463
31 C -1.26 -0.05 -0.74  N15 1.338, C41 1.299, H91 1.102
32 C -0.37 3.31 0.22  C29 1.510, C55 1.415, H117 1.139
33 C 5.57 1.11 3.10  C16 1.450, C54 1.414, H102 0.970
34 C -2.00 -2.38 -3.28  C22 1.419, C44 1.422, H82 1.116
35 C -6.47 -2.47 2.70  C39 1.400, C45 1.429, H119 1.016
36 C 1.99 4.82 -0.03  C17 1.401, C18 1.444, H83 1.087
37 C -5.16 0.56 -3.00  C47 1.516, C58 1.373, H68 1.224
38 C -1.98 2.09 5.86  N13 1.292, C63 1.385, H88 1.061
39 C -6.12 -1.70 3.81  C19 1.403, C35 1.400, H113 1.077
40 C -3.48 2.48 -1.72  C26 1.460, C49 1.401, H100 1.039
41 C -0.32 0.12 -1.62  N14 1.301, C31 1.299, H99 1.140
42 C 3.47 -2.94 -1.54  C30 1.337, C65 1.616, H90 0.999
43 C 3.07 -2.80 -5.15  C57 1.455, C60 1.551, H115 1.249
44 C -3.41 -2.44 -3.10  C34 1.422, C48 1.456, H86 1.139
45 C -6.23 -1.83 1.44  C35 1.429, C61 1.372, H75 1.115
46 C 0.01 1.24 5.27  N13 1.314, C21 1.412, H116 0.956
47 C -3.81 0.94 -3.57  C37 1.516, C49 1.407, H92 1.136
48 C -4.03 -3.29 -2.10  O2 1.333, C44 1.456, C52 1.435
49 C -3.05 1.94 -2.94  O5 1.318, C40 1.401, C47 1.407
50 C 5.35 -2.57 0.00  C28 1.440, C30 1.463, H73 1.124
51 C 4.57 2.42 4.84  C16 1.320, C56 1.448, H69 1.115
52 C -3.08 -4.00 -1.28  C48 1.435, C64 1.603, H74 1.038
53 C -1.87 -1.43 2.02  C66 1.531, H107 0.950, H110 1.142, H111 0.915
54 C 4.32 1.19 2.45  N11 1.297, C33 1.414, H71 1.175
55 C 0.49 3.42 1.34  O6 1.390, C18 1.405, C32 1.415
56 C 3.36 2.51 4.06  N11 1.338, C51 1.448, H79 1.016
57 C 2.52 -1.46 -4.98  O9 1.353, C27 1.507, C43 1.455
58 C -5.58 1.13 -1.82  O7 1.392, C26 1.376, C37 1.373
59 C 4.82 -0.46 -5.25  C24 1.426, C27 1.380, H87 1.029
60 C 4.61 -2.91 -5.26  C24 1.377, C43 1.551, H94 1.104
61 C -5.51 -0.67 1.34  N12 1.355, C45 1.372, H98 1.144
62 C -0.17 2.38 7.37  C21 1.392, C63 1.421, H80 1.222
63 C -1.52 2.64 7.04  C38 1.385, C62 1.421, H77 1.085
64 C -1.52 -3.92 -1.61  C22 1.323, C52 1.603, H122 0.939
65 C 2.47 -2.65 -0.31  C20 1.382, C42 1.616, H95 1.119
66 C -1.52 0.03 1.71  N15 1.403, C53 1.531, H101 1.134, H120 1.043
67 H 5.13 -2.68 -3.07  O8 0.887
68 H -5.67 -0.38 -3.60  C37 1.224
69 H 4.61 2.94 5.83  C51 1.115
70 H -5.23 0.00 4.56  C19 1.076
71 H 4.33 0.87 1.32  C54 1.175
72 H -5.88 -2.67 -2.24  O2 0.899
73 H 6.46 -2.66 0.18  C50 1.124
74 H -3.21 -4.62 -0.46  C52 1.038
75 H -6.46 -2.40 0.51  C45 1.115
76 H 0.71 -2.78 -3.70  O1 0.973
77 H -2.20 3.21 7.67  C63 1.085
78 H 7.37 -2.75 -5.10  O4 1.118
79 H 2.68 3.22 4.30  C56 1.016
80 H 0.17 2.80 8.47  C62 1.222
81 H 2.08 1.10 -2.62  C23 1.153
82 H -1.72 -1.69 -4.12  C34 1.116
83 H 2.90 5.28 -0.39  C36 1.087
84 H 2.54 4.08 1.85  C18 1.068
85 H 0.97 2.66 3.11  O6 0.997
86 H -4.15 -1.75 -3.61  C44 1.139
87 H 5.53 0.28 -5.37  C59 1.029
88 H -2.90 2.53 5.56  C38 1.061
89 H 2.51 -2.43 2.86  O3 0.889
90 H 2.92 -2.98 -2.37  C42 0.999
91 H -2.30 -0.11 -1.11  C31 1.102
92 H -3.50 0.58 -4.60  C47 1.136
93 H 2.28 1.70 -1.14  C23 1.008
94 H 4.91 -3.95 -5.44  C60 1.104
95 H 1.39 -2.81 -0.56  C65 1.119
96 H 3.03 0.05 -1.47  C23 1.141
97 H 0.96 4.98 -3.02  O10 0.955
98 H -5.19 -0.45 0.26  C61 1.144
99 H -0.51 0.22 -2.74  C41 1.140
100 H -3.02 3.21 -1.15  C40 1.039
101 H -1.12 0.62 2.59  C66 1.134
102 H 6.34 0.73 2.65  C33 0.970
103 H 0.80 -0.32 -5.08  O9 0.989
104 H 1.64 1.43 6.87  C21 1.125
105 H 2.97 0.57 -4.88  C27 1.025
106 H 1.31 0.44 1.18  C25 1.172
107 H -1.22 -2.05 2.32  C53 0.950
108 H 6.70 1.72 4.89  C16 1.185
109 H -0.73 3.59 -1.83  C29 1.050
110 H -2.49 -1.60 2.96  C53 1.142
111 H -2.36 -1.92 1.43  C53 0.915
112 H -5.13 2.66 -0.35  C26 1.098
113 H -6.19 -2.04 4.83  C39 1.077
114 H 4.90 -2.27 2.11  C28 1.159
115 H 2.42 -3.86 -5.08  C43 1.249
116 H 0.47 0.59 4.74  C46 0.956
117 H -1.17 2.52 0.41  C32 1.139
118 H -1.46 1.88 -4.21  O5 0.891
119 H -6.95 -3.36 2.80  C35 1.016
120 H -2.43 0.53 1.57  C66 1.043
121 H -7.21 1.61 -0.88  O7 0.889
122 H -1.05 -4.45 -0.98  C64 0.939

Properties
Net charge   +1
Maximum force   10.43 eV/Å
LUMO energy   -2.55 eV
HOMO energy   -10.27 eV
Molecular weight   899.03 g/mol
Frontier orbital gap   7.715 eV

=====

[4]
The following is a quantum chemistry calculation of one molecule with the formula C4H5N3O, from the Open Molecules 2025 dataset.

Each atom is followed by the atoms it is bonded to, with distances in Å.
Element x y z (Å)
1 O -2.72 -1.16 -0.46  C6 1.285
2 N 0.10 -1.80 0.38  N3 1.482, C5 1.360
3 N -0.55 -0.46 0.36  N2 1.482, C6 1.427, H10 1.000
4 N -2.05 1.22 0.04  C6 1.556, H9 1.138, H11 1.210
5 C 1.31 -1.51 -0.18  N2 1.360, C8 1.464, H12 1.070
6 C -1.95 -0.33 0.15  O1 1.285, N3 1.427, N4 1.556
7 C 2.65 0.85 -0.14  C8 1.277, H13 1.170
8 C 1.93 -0.19 -0.31  C5 1.464, C7 1.277
9 H -1.26 1.90 0.48  N4 1.138
10 H -0.04 0.33 0.03  N3 1.000
11 H -3.07 1.73 -0.36  N4 1.210
12 H 2.13 -2.19 -0.10  C5 1.070
13 H 3.50 1.61 0.12  C7 1.170

Properties
Net charge   0
Maximum force   6.49 eV/Å
LUMO energy   -0.46 eV
HOMO energy   -9.33 eV
Molecular weight   111.10 g/mol
Frontier orbital gap   8.870 eV